# 1
Formula: C49H85IO5S2
Source: the Open Molecules 2025 dataset
Level of theory: ωB97M-V with the def2-TZVPD basis set

Summary:
charge	0
structure (SMILES)	COCCCCCCC[C@H]1[C@@H](CC=O)OS(=O)(=O)[C@@](Cc2ccccc2C)(c2ccccc2)[C@]1(I)CCCS.CCCCCC.CCCCCC.CCCCCC
calculated total energy	-92199.38883	eV
HOMO-LUMO gap	8.70	eV
strongest force on any atom	1.73	eV/A

Each line ends with the Löwdin charge.
Geometry (Å):
C -1.379 1.789 5.706  -0.113
O -1.051 2.109 4.375  -0.201
C 0.092 1.407 3.891  -0.235
C 0.168 1.674 2.409  -0.179
C 1.400 1.085 1.735  -0.190
C 1.204 -0.386 1.329  -0.186
C 0.404 -0.550 0.021  -0.180
C -0.621 -1.689 0.213  -0.194
C -1.856 -1.125 0.930  -0.231
C -2.987 -2.110 1.231  -0.260
C -2.610 -3.439 1.860  -0.315
C -1.795 -4.414 0.998  -0.074
C -2.373 -5.792 1.106  -0.281
O -1.828 -6.701 1.632  0.100
O -2.040 -3.370 3.171  -0.136
S -2.791 -2.358 4.152  0.677
O -2.068 -1.119 4.103  -0.280
O -2.844 -2.974 5.438  -0.213
C -4.466 -2.067 3.468  -0.327
C -5.354 -3.351 3.441  -0.090
C -5.204 -4.342 4.588  -0.168
C -4.323 -5.410 4.365  -0.043
C -4.096 -6.410 5.298  -0.065
C -4.753 -6.336 6.517  -0.073
C -5.640 -5.288 6.752  -0.038
C -5.892 -4.294 5.806  -0.204
C -6.908 -3.233 6.135  -0.022
C -5.176 -1.062 4.392  -0.296
C -6.497 -0.696 4.108  -0.114
C -7.206 0.196 4.899  -0.068
C -6.614 0.775 6.017  -0.069
C -5.308 0.409 6.327  -0.064
C -4.606 -0.499 5.536  -0.070
C -4.248 -1.482 1.953  -0.536
I -4.058 0.709 2.159  1.170
C -5.457 -1.792 1.047  -0.243
C -5.501 -1.060 -0.305  -0.283
C -6.817 -0.333 -0.630  -0.546
S -7.557 0.655 0.691  0.684
H -2.456 1.641 5.782  0.070
H -1.101 2.599 6.384  0.084
H -0.893 0.876 6.048  0.087
H -0.053 0.347 4.108  0.104
H 0.972 1.811 4.400  0.129
H 0.191 2.757 2.286  0.120
H -0.767 1.341 1.962  0.084
H 2.282 1.143 2.369  0.110
H 1.566 1.651 0.820  0.098
H 0.659 -0.901 2.120  0.103
H 2.162 -0.885 1.202  0.099
H -0.116 0.367 -0.252  0.113
H 1.031 -0.855 -0.815  0.089
H -0.923 -2.131 -0.739  0.112
H -0.128 -2.445 0.818  0.100
H -2.258 -0.411 0.219  0.081
H -1.487 -0.632 1.821  0.055
H -3.364 -2.406 0.252  0.137
H -3.557 -3.973 1.977  0.097
H -0.769 -4.417 1.352  0.130
H -1.816 -4.062 -0.029  0.120
H -3.380 -5.924 0.667  0.135
H -6.402 -3.081 3.380  0.112
H -5.188 -3.935 2.544  0.097
H -3.807 -5.475 3.416  0.089
H -3.423 -7.220 5.069  0.105
H -4.582 -7.105 7.256  0.100
H -6.143 -5.276 7.709  0.107
H -7.522 -3.590 6.959  0.079
H -6.449 -2.311 6.476  0.075
H -7.561 -3.043 5.290  0.079
H -7.015 -1.106 3.258  0.083
H -8.224 0.440 4.639  0.107
H -7.183 1.476 6.606  0.102
H -4.844 0.830 7.206  0.106
H -3.611 -0.738 5.864  0.089
H -6.407 -1.686 1.556  0.073
H -5.350 -2.856 0.830  0.113
H -4.638 -0.423 -0.464  0.069
H -5.433 -1.818 -1.088  0.110
H -6.594 0.343 -1.449  0.071
H -7.548 -1.040 -1.007  0.066
H -7.303 1.905 0.289  -0.141
C 3.410 -3.037 -1.791  -0.103
C 2.495 -2.945 -3.009  -0.271
C 3.043 -3.680 -4.232  -0.225
C 4.376 -3.120 -4.725  -0.225
C 4.334 -1.632 -5.061  -0.270
C 3.385 -1.281 -6.203  -0.104
H 4.381 -2.576 -1.980  0.060
H 2.966 -2.518 -0.938  0.054
H 3.575 -4.077 -1.504  0.079
H 2.315 -1.894 -3.254  0.090
H 1.519 -3.368 -2.752  0.102
H 2.302 -3.643 -5.035  0.101
H 3.170 -4.741 -3.993  0.110
H 4.699 -3.684 -5.605  0.110
H 5.145 -3.290 -3.965  0.101
H 5.343 -1.312 -5.336  0.107
H 4.066 -1.058 -4.169  0.078
H 3.658 -1.816 -7.114  0.075
H 3.424 -0.212 -6.419  0.067
H 2.351 -1.528 -5.960  0.065
C 5.302 0.253 -0.611  -0.101
C 4.219 0.839 -1.511  -0.262
C 4.771 1.646 -2.687  -0.227
C 5.585 2.883 -2.306  -0.222
C 4.848 3.901 -1.438  -0.262
C 3.620 4.499 -2.119  -0.104
H 5.902 1.033 -0.140  0.067
H 4.857 -0.345 0.186  0.063
H 5.972 -0.396 -1.180  0.074
H 3.540 1.455 -0.915  0.090
H 3.614 0.019 -1.911  0.081
H 3.937 1.944 -3.330  0.103
H 5.401 0.991 -3.299  0.103
H 5.915 3.375 -3.227  0.097
H 6.498 2.574 -1.789  0.104
H 5.541 4.710 -1.192  0.105
H 4.556 3.449 -0.486  0.098
H 3.894 4.986 -3.058  0.058
H 3.151 5.248 -1.479  0.070
H 2.868 3.739 -2.337  0.066
C 5.396 9.267 -6.727  -0.112
C 4.905 8.160 -5.800  -0.270
C 6.030 7.288 -5.245  -0.228
C 6.831 6.519 -6.297  -0.228
C 6.002 5.594 -7.187  -0.268
C 5.296 4.487 -6.411  -0.111
H 5.886 8.864 -7.615  0.065
H 4.562 9.884 -7.065  0.068
H 6.106 9.918 -6.213  0.075
H 4.171 7.542 -6.324  0.098
H 4.375 8.614 -4.959  0.104
H 5.607 6.583 -4.522  0.089
H 6.721 7.919 -4.677  0.110
H 7.596 5.927 -5.785  0.109
H 7.375 7.225 -6.931  0.101
H 6.667 5.139 -7.925  0.104
H 5.266 6.170 -7.755  0.099
H 6.019 3.879 -5.861  0.069
H 4.751 3.828 -7.088  0.070
H 4.578 4.892 -5.696  0.057

Cartesian forces (eV/Å) of the 2 atoms listed first:
-0.140 0.107 0.193
0.037 -0.231 -0.138

=====

# 2
Formula: C49H85N11O4P
Source: the Open Molecules 2025 dataset
Level of theory: ωB97M-V with the def2-TZVPD basis set

Summary:
charge	+1
calculated total energy	-86051.93933	eV
HOMO-LUMO gap	7.84	eV
strongest force on any atom	2.92	eV/A

Each line ends with the Löwdin charge.
Geometry (Å):
C -0.942 -2.275 -1.679  -0.054
C -1.718 -0.951 -1.966  -0.106
C -0.831 0.167 -1.443  -0.508
O -0.638 0.265 -0.277  0.096
O -0.265 0.968 -2.365  0.029
C -0.151 2.321 -1.919  -0.131
C 1.319 2.753 -1.738  -0.070
C 1.649 2.905 -0.256  -0.177
N 2.280 1.810 0.496  0.050
C 2.399 0.361 0.193  -0.053
C 2.937 -0.002 -1.187  -0.206
N 2.584 -1.082 -1.709  0.143
C 2.735 2.220 1.617  0.053
C 2.433 3.695 1.755  -0.209
C 3.108 4.536 2.855  -0.137
C 3.686 3.706 4.021  -0.161
C 2.668 2.709 4.641  -0.157
C 1.204 3.133 4.519  -0.142
N 0.528 2.285 3.505  -0.117
C 0.380 0.897 3.980  -0.061
C -0.736 2.837 3.190  -0.492
C -2.051 2.121 3.472  0.025
O -0.784 3.892 2.649  0.099
C 2.504 4.086 0.264  -0.424
O 1.789 5.350 0.072  0.012
C 2.552 6.413 0.129  -0.443
N 2.990 7.433 0.343  0.187
P 4.227 4.379 -0.458  1.046
C 4.563 3.318 -1.939  -0.269
C 5.558 3.877 0.754  -0.233
H -1.502 -3.153 -1.985  0.073
H -0.686 -2.246 -0.617  0.043
H 0.004 -2.164 -2.220  0.067
H -1.811 -0.856 -3.049  0.117
H -2.697 -0.937 -1.491  0.071
H -0.733 2.531 -1.020  0.126
H -0.593 2.941 -2.703  0.137
H 2.007 2.138 -2.315  0.103
H 1.380 3.757 -2.172  0.133
H 0.689 3.053 0.270  0.157
H 1.450 -0.132 0.419  0.106
H 3.108 -0.043 0.923  0.139
H 3.614 0.622 -1.767  0.094
H 1.945 -1.562 -1.067  0.053
H 3.232 1.609 2.356  0.147
H 1.369 3.731 2.055  0.123
H 2.339 5.221 3.212  0.120
H 3.909 5.191 2.504  0.104
H 4.032 4.413 4.778  0.119
H 4.580 3.166 3.686  0.104
H 2.854 1.716 4.229  0.082
H 2.902 2.619 5.705  0.106
H 1.043 4.193 4.342  0.123
H 0.714 2.918 5.484  0.117
H 1.340 0.399 4.122  0.085
H -0.101 0.904 4.966  0.069
H -0.170 0.283 3.275  0.063
H -2.073 1.233 2.827  0.076
H -2.876 2.756 3.168  0.080
H -2.151 1.772 4.500  0.092
H 4.816 2.309 -1.601  0.023
H 3.795 3.347 -2.707  0.038
H 5.471 3.706 -2.406  0.024
H 5.272 3.039 1.398  0.027
H 5.811 4.754 1.345  0.039
H 6.404 3.535 0.154  0.047
C -2.634 -4.094 3.315  -0.103
C -2.904 -2.651 2.904  -0.255
C -2.006 -2.178 1.757  -0.209
C -0.588 -2.244 2.150  -0.250
N 0.508 -2.291 2.455  0.160
H -1.617 -4.221 3.692  0.071
H -3.315 -4.396 4.111  0.076
H -2.775 -4.774 2.472  0.079
H -2.765 -2.001 3.772  0.110
H -3.945 -2.555 2.594  0.103
H -2.246 -1.150 1.489  0.084
H -2.156 -2.798 0.873  0.106
C -0.224 -4.581 -6.525  -0.102
C -0.161 -4.763 -5.013  -0.258
C -1.384 -5.491 -4.451  -0.187
C -2.613 -4.716 -4.743  -0.222
N -3.554 -4.116 -4.964  0.159
H -1.076 -3.965 -6.819  0.071
H 0.677 -4.084 -6.886  0.074
H -0.306 -5.545 -7.032  0.082
H -0.068 -3.782 -4.539  0.098
H 0.739 -5.327 -4.761  0.111
H -1.286 -5.609 -3.370  0.099
H -1.474 -6.483 -4.894  0.088
C 8.107 3.645 -7.030  -0.107
C 7.908 4.511 -5.791  -0.263
C 8.299 3.795 -4.494  -0.185
C 7.476 2.588 -4.303  -0.248
N 6.837 1.657 -4.156  0.151
H 7.475 2.756 -7.004  0.071
H 7.846 4.203 -7.929  0.075
H 9.147 3.324 -7.121  0.079
H 6.863 4.824 -5.738  0.110
H 8.508 5.418 -5.887  0.110
H 8.154 4.456 -3.638  0.112
H 9.349 3.503 -4.519  0.122
C -4.465 2.601 0.417  -0.113
C -5.532 2.180 -0.588  -0.248
C -6.239 0.878 -0.200  -0.168
C -5.268 -0.225 -0.125  -0.203
N -4.513 -1.076 -0.077  0.183
H -3.664 1.861 0.484  0.055
H -4.009 3.546 0.118  0.076
H -4.896 2.734 1.412  0.077
H -5.071 2.069 -1.572  0.111
H -6.277 2.973 -0.671  0.115
H -7.001 0.627 -0.939  0.075
H -6.731 0.982 0.768  0.128
C -5.964 -1.708 -3.521  -0.111
C -7.141 -2.666 -3.663  -0.254
C -8.472 -1.945 -3.900  -0.178
C -8.791 -1.056 -2.769  -0.223
N -9.043 -0.373 -1.893  0.150
H -6.082 -1.054 -2.656  0.038
H -5.036 -2.262 -3.384  0.048
H -5.858 -1.084 -4.412  0.082
H -7.211 -3.281 -2.763  0.113
H -6.952 -3.341 -4.499  0.109
H -9.280 -2.668 -4.010  0.119
H -8.426 -1.349 -4.812  0.121
C -0.037 2.057 10.763  -0.106
C 1.356 2.298 10.192  -0.259
C 1.349 2.507 8.674  -0.192
C 0.812 1.317 7.991  -0.241
N 0.402 0.393 7.466  0.164
H -0.483 1.147 10.361  0.072
H 0.012 1.944 11.846  0.076
H -0.703 2.894 10.540  0.078
H 1.997 1.450 10.443  0.115
H 1.791 3.180 10.667  0.111
H 2.363 2.689 8.313  0.109
H 0.736 3.370 8.409  0.119
C -3.073 -9.772 -2.336  -0.107
C -1.578 -9.903 -2.067  -0.259
C -0.746 -8.851 -2.807  -0.184
C -0.926 -8.982 -4.263  -0.249
N -1.065 -9.098 -5.386  0.163
H -3.305 -9.928 -3.391  0.073
H -3.628 -10.519 -1.768  0.074
H -3.440 -8.785 -2.046  0.076
H -1.248 -10.902 -2.357  0.114
H -1.397 -9.804 -0.995  0.109
H 0.313 -8.973 -2.575  0.119
H -1.044 -7.846 -2.505  0.100

Cartesian forces (eV/Å) of the 2 atoms listed first:
0.107 1.470 0.119
1.106 -0.422 -0.950

=====

# 3
Formula: C49H88ClF3N11O11S3
Source: the Open Molecules 2025 dataset
Level of theory: ωB97M-V with the def2-TZVPD basis set

Summary:
charge	+1
calculated total energy	-144324.69682	eV
HOMO-LUMO gap	8.04	eV
strongest force on any atom	1.58	eV/A

Each line ends with the Löwdin charge.
Geometry (Å):
C -1.450 -2.738 0.479  -0.053
C -0.961 -1.592 1.409  -0.139
C -2.099 -0.829 2.156  -0.285
C -2.462 0.347 1.186  -0.088
C -3.182 0.015 -0.105  -0.739
O -2.698 -0.574 -1.009  0.078
Cl -4.804 0.729 -0.397  0.705
C -1.603 -0.180 3.507  -0.101
C -0.627 0.982 3.208  -0.118
C 0.419 1.532 4.192  -0.248
C 1.692 1.990 3.439  -0.456
S 1.329 3.558 2.592  0.919
C 2.326 4.776 3.438  -1.099
S 3.766 4.388 4.081  0.749
N 1.809 6.077 3.531  -0.209
C 0.753 6.217 4.549  -0.140
C -0.589 6.778 4.061  -0.196
O -0.478 7.690 2.984  -0.124
C 0.124 6.981 1.901  -0.188
C 1.576 6.745 2.247  -0.159
N -1.285 -1.180 4.618  -0.015
C -0.009 -2.005 4.448  -0.072
C 1.247 -1.371 3.932  -0.227
O 2.061 -0.879 5.004  -0.045
C -1.195 -0.548 6.027  -0.007
C -1.723 0.828 6.395  -0.141
C -0.753 1.635 7.015  -0.063
C -0.995 2.907 7.475  -0.066
C -2.262 3.458 7.334  -0.049
C -3.253 2.678 6.770  -0.032
C -3.013 1.380 6.317  -0.191
C -4.232 0.638 5.820  -0.020
C -2.282 -2.342 4.698  -0.228
O -3.388 -2.058 5.548  -0.011
C -3.503 -2.851 6.567  -0.342
N -3.568 -3.516 7.503  0.222
C -2.762 -2.816 3.310  -0.497
S -3.848 -4.300 3.465  0.906
N -3.209 -1.715 2.500  0.040
C -4.545 -1.328 2.478  -0.645
F -4.728 -0.004 2.477  0.134
F -5.256 -1.788 3.524  0.129
F -5.157 -1.830 1.369  0.110
H -2.518 -2.686 0.289  0.076
H -1.258 -3.713 0.937  0.075
H -0.881 -2.736 -0.446  0.077
H -0.220 -2.037 2.068  0.071
H -0.397 -0.916 0.774  0.110
H -1.545 0.820 0.848  0.131
H -3.000 1.146 1.697  0.115
H -2.518 0.292 3.875  0.130
H -0.069 0.726 2.304  0.099
H -1.246 1.836 2.939  0.123
H 0.741 0.871 4.988  0.068
H 0.031 2.430 4.670  0.093
H 2.014 1.252 2.702  0.063
H 2.502 2.134 4.150  0.033
H 1.138 6.868 5.340  0.122
H 0.544 5.259 5.033  0.107
H -1.278 5.976 3.760  0.117
H -1.066 7.303 4.890  0.127
H 0.052 7.632 1.030  0.133
H -0.442 6.060 1.713  0.113
H 2.044 6.218 1.411  0.125
H 2.067 7.723 2.279  0.119
H -0.203 -2.862 3.808  0.123
H 0.219 -2.466 5.412  0.159
H 1.139 -0.640 3.138  0.072
H 1.818 -2.179 3.460  0.128
H 2.898 -0.627 4.596  0.113
H -0.123 -0.462 6.200  0.106
H -1.474 -1.295 6.773  0.149
H 0.250 1.236 7.134  0.124
H -0.196 3.477 7.929  0.115
H -2.444 4.466 7.682  0.113
H -4.256 3.077 6.690  0.116
H -4.136 0.137 4.863  0.039
H -4.510 -0.127 6.548  0.094
H -5.084 1.311 5.753  0.091
H -1.767 -3.189 5.148  0.158
H -1.905 -3.311 2.859  0.074
H -4.853 -3.912 2.668  -0.111
C 2.383 -1.330 0.112  -0.329
O 2.443 -0.974 1.286  -0.025
N 2.298 -2.599 -0.294  -0.167
C 2.223 -2.965 -1.702  -0.025
C 2.280 -3.660 0.702  -0.021
H 2.382 -0.605 -0.716  0.143
H 1.298 -3.512 -1.891  0.077
H 3.068 -3.599 -1.966  0.103
H 2.247 -2.074 -2.325  0.072
H 1.424 -3.531 1.368  0.070
H 3.190 -3.627 1.301  0.099
H 2.201 -4.622 0.205  0.087
C 2.165 -3.521 -5.833  -0.362
O 3.218 -3.572 -5.224  0.005
N 1.489 -2.390 -6.106  -0.198
C 0.237 -2.393 -6.840  -0.063
C 2.033 -1.117 -5.657  -0.031
H 1.672 -4.426 -6.228  0.135
H 0.342 -1.792 -7.744  0.074
H -0.553 -1.961 -6.223  0.091
H -0.042 -3.408 -7.117  0.089
H 3.021 -0.957 -6.088  0.085
H 2.130 -1.116 -4.569  0.072
H 1.376 -0.311 -5.967  0.092
C -0.938 -5.717 -1.589  -0.372
O 0.080 -5.938 -0.952  -0.011
N -2.105 -6.358 -1.430  -0.189
C -3.287 -6.024 -2.213  -0.047
C -2.185 -7.422 -0.443  -0.035
H -0.982 -4.929 -2.360  0.130
H -4.101 -5.708 -1.561  0.077
H -3.613 -6.892 -2.788  0.095
H -3.062 -5.213 -2.902  0.085
H -1.949 -7.034 0.549  0.085
H -1.468 -8.208 -0.678  0.095
H -3.190 -7.836 -0.440  0.088
C 3.016 0.092 -9.845  -0.355
O 3.015 0.447 -8.678  -0.004
N 2.950 -1.185 -10.257  -0.187
C 2.951 -1.549 -11.663  -0.047
C 2.879 -2.225 -9.247  -0.026
H 3.074 0.815 -10.675  0.135
H 2.034 -2.085 -11.913  0.090
H 3.807 -2.189 -11.884  0.092
H 3.014 -0.654 -12.278  0.085
H 2.003 -2.065 -8.627  0.049
H 3.763 -2.174 -8.608  0.092
H 2.827 -3.203 -9.718  0.097
C 3.076 11.080 1.794  -0.366
O 3.151 11.587 0.693  0.016
N 4.120 10.888 2.624  -0.201
C 3.974 10.274 3.929  -0.062
C 5.439 11.317 2.186  -0.041
H 2.117 10.723 2.211  0.129
H 4.299 10.967 4.707  0.089
H 4.581 9.368 3.981  0.088
H 2.932 10.011 4.106  0.077
H 5.437 12.388 1.984  0.094
H 5.715 10.799 1.267  0.092
H 6.168 11.095 2.961  0.085
C -7.484 -4.268 -2.578  -0.344
O -6.298 -4.528 -2.679  0.001
N -7.991 -3.363 -1.720  -0.195
C -9.412 -3.094 -1.617  -0.052
C -7.058 -2.642 -0.873  -0.056
H -8.253 -4.772 -3.187  0.136
H -9.617 -2.047 -1.847  0.091
H -9.765 -3.309 -0.606  0.090
H -9.959 -3.720 -2.318  0.085
H -6.355 -2.083 -1.492  0.087
H -6.493 -3.353 -0.269  0.080
H -7.594 -1.956 -0.222  0.087
C 7.082 -1.425 -10.255  -0.367
O 7.395 -2.275 -11.066  0.009
N 7.224 -1.550 -8.922  -0.199
C 6.822 -0.511 -7.993  -0.056
C 7.802 -2.779 -8.402  -0.040
H 6.635 -0.462 -10.559  0.131
H 7.684 -0.176 -7.412  0.089
H 6.062 -0.901 -7.313  0.082
H 6.407 0.338 -8.532  0.082
H 8.806 -2.921 -8.803  0.093
H 7.195 -3.635 -8.700  0.091
H 7.847 -2.726 -7.317  0.085

Cartesian forces (eV/Å) of the 2 atoms listed first:
0.173 -0.152 0.605
-0.204 -1.158 -0.610

=====

Highest occupied orbital energy in eV, matching the order above: -8.6 -11.1 -10.3